Here is a molecular structure, C6H2InO4 from OMol25. Energies are from ωB97M-V/def2-TZVPD.

Results
Spin multiplicity ... 1
HOMO-LUMO gap ... 4.1152 eV
Total charge ... +1
E_tot ... -19604.493 eV
E_HOMO ... -0.5012 Ha
Relative energy (zero: lowest compared OMol25 entry of this formula, charge and spin) ... 58.2 kcal per mole

Last column: Löwdin charge in e.
Geometry (Å):
In -1.413 0.958 2.948  1.106
C 1.090 1.065 -0.272  0.222
C 0.425 0.789 0.997  -0.304
C -0.443 -0.606 1.025  -0.319
O -0.778 -1.049 2.098  -0.043
C -0.795 -1.239 -0.285  0.206
C -0.230 -0.863 -1.441  -0.223
C 0.790 0.287 -1.384  -0.244
O 1.372 0.718 -2.457  0.167
O -0.703 -1.381 -2.581  0.174
O 0.534 1.377 2.062  -0.075
H 1.751 1.902 -0.441  0.166
H -1.600 -1.959 -0.267  0.166

Atoms 1-3, force components in eV/Å:
In -2.3638 1.1463 2.5222
C -1.3810 -0.0991 2.2730
C 0.1387 -2.2106 -1.0556

---

Here is 2 unconnected molecules or ions with the total composition C6H2O3 from OMol25. Energies are from ωB97M-V/def2-TZVPD.

Results
Spin multiplicity ... 1
HOMO-LUMO gap ... 7.9627 eV
E_tot ... -12391.366 eV
E_HOMO ... -0.3251 Ha
Relative energy (zero: lowest compared OMol25 entry of this formula, charge and spin) ... 0.0 kcal per mole

Last column: Löwdin charge in e.
Geometry (Å):
C -0.624 0.572 -1.413  -0.101
C 0.130 1.636 -1.038  -0.001
C -0.792 -0.589 -0.683  -0.021
C 0.818 2.400 -0.248  -0.231
C 0.638 -0.821 1.674  0.070
C -0.698 -1.637 -0.106  -0.242
O 0.850 0.187 2.182  0.102
O 1.430 3.173 0.385  0.137
O -0.760 -2.754 0.513  0.085
H -0.956 0.725 -2.422  0.099
H -0.037 -2.892 1.156  0.105

Atoms 1-3, force components in eV/Å:
C 1.7410 2.8529 -0.2728
C -0.1046 -0.2347 0.7167
C -0.1152 -0.4880 -0.0980

---

Here is a molecular structure, C6H30InLiO22P from OMol25. Energies are from ωB97M-V/def2-TZVPD.

Results
Spin multiplicity ... 1
HOMO-LUMO gap ... 1.2465 eV
Total charge ... -1
E_tot ... -66413.685 eV
E_HOMO ... -0.1156 Ha

Last column: Löwdin charge in e.
Geometry (Å):
Li -0.815 -2.645 0.837  0.904
In 3.313 -0.926 6.746  0.793
C -2.565 -7.106 -6.208  0.042
C -3.451 -6.101 -6.562  -0.344
C -3.665 -4.884 -5.655  -0.320
O -4.558 -3.921 -5.838  -0.050
C -2.831 -4.654 -4.601  0.017
C -1.920 -5.662 -4.148  -0.302
C -1.717 -6.993 -5.063  -0.375
O -0.979 -7.851 -4.640  0.045
O -1.144 -5.575 -3.146  -0.039
O -4.198 -6.362 -7.577  -0.023
H -2.455 -8.063 -6.696  0.116
H -2.877 -3.715 -4.071  0.111
P 0.153 1.377 1.781  -0.109
O -0.428 0.228 2.741  -0.412
O -0.651 2.691 1.685  -0.353
O 0.203 0.659 0.426  -0.364
O 1.594 1.686 2.262  -0.340
O 6.203 2.757 -0.565  -0.057
H 5.753 2.814 -1.408  0.026
H 5.543 3.017 0.077  0.030
O 0.713 6.232 -1.140  -0.058
H 0.963 5.687 -1.886  0.027
H 0.348 5.616 -0.504  0.027
O -0.648 6.840 4.532  -0.056
H -0.780 6.181 3.850  0.031
H -0.314 7.605 4.064  0.023
O 3.632 -3.673 1.898  -0.054
H 3.399 -4.590 1.756  0.027
H 3.680 -3.298 1.018  0.032
O 3.930 -1.475 -2.085  -0.054
H 4.165 -0.840 -2.762  0.028
H 3.105 -1.150 -1.726  0.026
O -0.234 0.620 -4.848  -0.057
H -0.047 0.549 -3.912  0.025
H -0.819 -0.115 -5.032  0.033
O -4.599 -3.032 2.212  -0.051
H -5.345 -3.101 2.808  0.034
H -4.011 -2.406 2.634  0.022
O -4.134 0.042 6.242  -0.059
H -3.322 -0.167 5.779  0.025
H -4.507 0.775 5.753  0.032
O 3.931 5.986 2.986  -0.059
H 3.457 5.161 2.876  0.031
H 3.319 6.656 2.682  0.026
O -3.394 3.487 -2.362  -0.055
H -2.850 3.557 -1.578  0.027
H -2.800 3.162 -3.038  0.025
O 0.027 -5.258 5.622  -0.056
H -0.826 -5.490 5.989  0.031
H 0.289 -6.028 5.118  0.029
O -5.298 3.651 3.017  -0.057
H -5.935 4.193 2.551  0.025
H -4.466 3.828 2.578  0.031
O 6.182 3.767 6.946  -0.058
H 6.076 4.289 6.151  0.033
H 7.095 3.900 7.200  0.027
O 4.086 2.554 -4.987  -0.055
H 3.142 2.408 -5.040  0.028
H 4.286 3.108 -5.741  0.027

Atoms 1-3, force components in eV/Å:
Li 0.1325 0.9544 0.0102
In -0.1589 0.1654 -0.3462
C 1.9584 0.0007 1.6638

---

Q: Among the records above, which one has the highest E_HOMO?
A: C6H30InLiO22P

---

Q: E_tot of number 1 (C6H2InO4)?
A: -19604.493 eV

---

Q: Which formula does entry 1 have?
A: C6H2InO4

---

Q: Look up the E_HOMO of the second one.
A: -0.3251 Ha